C57H144N12O18 | ωB97M-V with the def2-TZVPD basis set

E_HOMO (eV): -7.895
Frontier orbital gap (hartree): 0.2711
Largest force on an atom (eV Å⁻¹): 6.89

Geometry (Å):
1 C 13.71 -19.04 -6.32
2 O 13.59 -19.70 -5.37
3 N 14.62 -18.12 -6.44
4 N 13.13 -19.15 -7.44
5 H 15.19 -17.97 -5.62
6 H 14.57 -17.47 -7.21
7 H 12.48 -19.93 -7.43
8 H 13.35 -18.55 -8.22
9 C 19.25 -19.60 -1.86
10 O 20.39 -19.93 -2.16
11 N 19.02 -18.89 -0.81
12 N 18.13 -19.98 -2.33
13 H 19.80 -18.80 -0.18
14 H 18.15 -18.49 -0.51
15 H 18.17 -20.15 -3.32
16 H 17.41 -19.41 -1.91
17 C 25.66 -15.25 -8.23
18 O 25.87 -14.04 -8.19
19 N 24.84 -15.93 -7.48
20 N 26.41 -16.09 -8.82
21 H 24.33 -15.43 -6.77
22 H 24.95 -16.94 -7.49
23 H 26.16 -17.07 -8.76
24 H 27.21 -15.73 -9.32
25 O 25.51 -19.13 -7.23
26 H 25.42 -19.85 -7.85
27 H 25.81 -19.55 -6.42
28 O 16.71 -22.99 -4.89
29 H 17.15 -22.83 -5.72
30 H 16.62 -23.94 -4.84
31 O 17.73 -14.80 -5.32
32 H 17.60 -14.25 -6.09
33 H 18.59 -14.53 -4.98
34 O 22.32 -21.22 -5.84
35 H 23.21 -21.56 -5.79
36 H 21.89 -21.55 -5.04
37 O 21.84 -18.25 -5.22
38 H 22.28 -19.08 -5.02
39 H 21.34 -18.43 -6.01
40 O 20.19 -13.50 -5.21
41 H 20.53 -12.72 -5.65
42 H 20.88 -14.16 -5.32
43 O 16.74 -17.45 -3.93
44 H 16.93 -16.55 -4.18
45 H 16.58 -17.41 -2.99
46 O 23.58 -16.16 -5.02
47 H 23.42 -16.00 -4.09
48 H 23.26 -17.05 -5.18
49 O 21.39 -17.12 -2.98
50 H 20.61 -17.52 -2.59
51 H 21.34 -17.36 -3.91
52 C 16.46 -9.64 -8.89
53 C 16.81 -11.05 -8.23
54 C 15.69 -12.18 -8.33
55 C 15.58 -12.86 -9.67
56 C 16.99 -13.45 -10.09
57 C 18.03 -12.34 -10.10
58 N 18.04 -11.64 -8.81
59 O 19.12 -10.81 -8.69
60 C 19.33 -13.20 -10.24
61 C 17.98 -11.44 -11.35
62 C 16.99 -10.74 -6.81
63 H 17.30 -8.95 -8.83
64 H 15.52 -9.16 -8.59
65 H 16.19 -9.72 -9.94
66 H 15.74 -12.82 -7.45
67 H 14.75 -11.64 -8.23
68 H 15.14 -12.35 -10.53
69 H 14.88 -13.70 -9.66
70 H 16.94 -13.94 -11.07
71 H 17.25 -14.33 -9.51
72 H 20.21 -12.63 -10.57
73 H 19.67 -13.62 -9.30
74 H 19.28 -14.03 -10.94
75 H 18.39 -11.95 -12.22
76 H 16.94 -11.27 -11.66
77 H 18.42 -10.46 -11.20
78 H 17.63 -9.89 -6.58
79 H 17.45 -11.56 -6.26
80 H 16.00 -10.58 -6.37
81 H 19.60 -11.23 -7.97
82 C 18.31 -26.02 -8.77
83 C 19.56 -25.31 -8.22
84 C 18.99 -24.41 -7.05
85 C 20.11 -23.86 -6.13
86 C 20.95 -25.02 -5.60
87 C 21.56 -25.97 -6.65
88 N 20.46 -26.35 -7.63
89 O 20.90 -27.30 -8.53
90 C 22.77 -25.27 -7.34
91 C 22.02 -27.32 -5.95
92 C 20.19 -24.32 -9.27
93 H 18.05 -26.97 -8.29
94 H 18.57 -26.27 -9.80
95 H 17.48 -25.32 -8.84
96 H 18.43 -23.56 -7.43
97 H 18.30 -25.03 -6.48
98 H 19.85 -23.02 -5.50
99 H 20.87 -23.28 -6.66
100 H 20.35 -25.55 -4.85
101 H 21.64 -24.61 -4.87
102 H 23.59 -25.19 -6.62
103 H 23.12 -25.84 -8.20
104 H 22.54 -24.30 -7.78
105 H 22.92 -27.15 -5.36
106 H 21.27 -27.85 -5.37
107 H 22.25 -28.04 -6.73
108 H 20.87 -23.70 -8.71
109 H 19.48 -23.68 -9.79
110 H 20.74 -24.97 -9.95
111 H 21.49 -26.83 -9.12
112 C 24.15 -16.81 -11.57
113 C 24.02 -15.32 -11.93
114 C 25.32 -14.57 -11.89
115 C 26.29 -14.77 -13.16
116 C 25.42 -14.40 -14.42
117 C 24.10 -15.22 -14.57
118 N 23.39 -15.19 -13.26
119 O 22.03 -15.64 -13.27
120 C 23.32 -14.52 -15.63
121 C 24.41 -16.66 -15.11
122 C 23.07 -14.69 -10.79
123 H 24.76 -17.46 -12.19
124 H 23.16 -17.26 -11.50
125 H 24.69 -16.89 -10.62
126 H 25.08 -13.51 -11.91
127 H 25.84 -14.74 -10.95
128 H 26.60 -15.80 -13.28
129 H 27.12 -14.08 -13.02
130 H 26.12 -14.57 -15.24
131 H 25.16 -13.35 -14.40
132 H 22.30 -14.81 -15.89
133 H 23.21 -13.46 -15.37
134 H 23.96 -14.40 -16.51
135 H 24.87 -16.65 -16.10
136 H 25.01 -17.19 -14.37
137 H 23.40 -17.06 -15.15
138 H 22.58 -13.84 -11.24
139 H 23.61 -14.52 -9.86
140 H 22.24 -15.37 -10.61
141 H 22.07 -16.60 -13.17
142 C 18.71 -19.76 -5.91
143 C 18.92 -18.93 -7.25
144 C 18.62 -17.54 -6.84
145 C 19.06 -16.44 -7.88
146 C 20.56 -16.72 -8.14
147 C 20.89 -18.17 -8.67
148 N 20.33 -19.18 -7.67
149 O 20.76 -20.49 -7.98
150 C 20.27 -18.34 -10.08
151 C 22.47 -18.18 -8.69
152 C 18.01 -19.42 -8.45
153 H 17.76 -19.62 -5.39
154 H 19.56 -19.58 -5.25
155 H 18.79 -20.83 -6.05
156 H 17.58 -17.35 -6.59
157 H 19.15 -17.35 -5.90
158 H 18.87 -15.42 -7.54
159 H 18.44 -16.59 -8.76
160 H 21.22 -16.29 -7.38
161 H 20.84 -16.12 -9.00
162 H 21.04 -17.90 -10.72
163 H 20.29 -19.38 -10.42
164 H 19.36 -17.77 -10.24
165 H 22.77 -18.29 -7.65
166 H 22.86 -19.10 -9.11
167 H 22.98 -17.29 -9.04
168 H 17.76 -18.64 -9.17
169 H 17.00 -19.71 -8.15
170 H 18.45 -20.29 -8.93
171 H 21.53 -20.59 -7.42
172 C 14.65 -25.67 -13.32
173 C 15.46 -24.40 -13.54
174 C 14.51 -23.39 -14.39
175 C 15.25 -22.03 -14.46
176 C 15.36 -21.47 -13.00
177 C 16.28 -22.39 -12.13
178 N 15.81 -23.79 -12.21
179 O 16.43 -24.71 -11.31
180 C 17.80 -22.11 -12.60
181 C 16.16 -21.75 -10.72
182 C 16.65 -24.80 -14.29
183 H 15.17 -26.47 -12.79
184 H 14.21 -25.97 -14.27
185 H 13.84 -25.44 -12.63
186 H 14.37 -23.79 -15.39
187 H 13.54 -23.26 -13.91
188 H 14.54 -21.50 -15.10
189 H 16.20 -22.15 -14.98
190 H 14.34 -21.35 -12.63
191 H 15.69 -20.43 -13.00
192 H 18.29 -21.42 -11.91
193 H 18.37 -23.05 -12.57
194 H 17.88 -21.64 -13.57
195 H 16.15 -20.66 -10.66
196 H 15.20 -22.05 -10.28
197 H 16.84 -22.18 -9.98
198 H 16.51 -25.11 -15.33
199 H 17.09 -25.68 -13.83
200 H 17.41 -24.02 -14.21
201 H 15.80 -24.77 -10.59
202 C 21.74 -21.17 -17.68
203 C 21.94 -21.81 -16.31
204 C 23.41 -21.76 -15.78
205 C 23.70 -20.38 -15.21
206 C 22.74 -19.97 -14.19
207 C 21.35 -19.89 -14.75
208 N 21.04 -21.16 -15.43
209 O 19.70 -21.36 -15.50
210 C 20.47 -19.70 -13.50
211 C 21.17 -18.59 -15.58
212 C 21.59 -23.29 -16.49
213 H 20.69 -21.09 -17.97
214 H 22.22 -21.61 -18.55
215 H 22.00 -20.11 -17.62
216 H 23.56 -22.53 -15.02
217 H 24.18 -22.00 -16.52
218 H 23.76 -19.68 -16.05
219 H 24.71 -20.44 -14.80
220 H 23.04 -19.03 -13.72
221 H 22.81 -20.70 -13.38
222 H 19.40 -19.59 -13.66
223 H 20.41 -20.55 -12.82
224 H 20.73 -18.79 -12.95
225 H 22.04 -18.22 -16.13
226 H 20.44 -18.71 -16.38
227 H 20.85 -17.78 -14.93
228 H 21.67 -23.91 -15.60
229 H 22.32 -23.71 -17.19
230 H 20.68 -23.42 -17.07
231 H 19.67 -22.23 -15.09